Molecular formula: C2H5NOS
Method: DFT, the ωB97M-V functional and the def2-TZVPD basis

```
10
Properties=species:S:1:pos:R:3:forces:R:3:lowdin_charge:R:1
C -0.278703 -1.783395 -0.895539 -2.024 -3.313 -0.047 -0.514
C -0.094122 1.392297 0.097644 -2.870 0.597 3.193 -0.474
N 0.758642 -1.146264 -0.435345 3.750 3.549 0.847 -0.266
O -1.094434 -1.199261 -1.547589 -1.461 -0.071 -0.840 -0.020
S 0.990028 0.517821 -1.004446 0.129 -0.700 0.668 0.853
H -0.419748 -2.921543 -0.626480 0.623 1.831 -0.259 0.160
H -0.276065 0.885972 1.181663 0.680 0.621 -2.713 0.096
H -1.144082 1.596359 -0.287702 1.234 -0.801 0.042 0.045
H 0.178338 2.415563 0.442136 0.829 -0.657 -0.746 0.028
H 1.602232 -1.371049 0.086714 -0.889 -1.056 -0.145 0.091
```
Positions in Å, forces in eV/Å.

As for the multiplicity: 1. As for the HOMO-LUMO gap: 9.842 eV. As for the SMILES: CSNC=O.



Molecular formula: H12N2Si4
Method: DFT, the ωB97M-V functional and the def2-TZVPD basis

```
18
Properties=species:S:1:pos:R:3:forces:R:3:lowdin_charge:R:1
N 0.329695 -1.071166 -1.084890 0.917 0.466 -1.861 -0.175
N 1.099089 -1.168485 1.778394 4.809 2.438 -3.288 -0.235
Si -2.530997 1.024152 0.670930 -1.305 -2.199 0.583 0.322
Si 1.071482 -0.399866 -2.541214 2.206 -0.875 0.156 0.481
Si -1.088590 1.250649 2.500692 0.811 0.193 -2.257 0.353
Si 0.901013 0.581452 1.461855 1.436 -2.127 1.612 0.372
H -0.571970 -0.883569 -0.678573 -0.183 0.091 -0.426 -0.061
H 0.996398 -1.137254 -0.345893 0.123 -0.485 0.421 -0.100
H 2.078489 -1.610430 1.643609 -2.552 0.993 0.574 0.076
H 0.531499 -1.612907 2.353586 -2.845 -2.847 3.206 -0.078
H -2.364103 -0.499954 0.299227 -0.597 0.816 0.932 -0.093
H -3.943300 1.490811 0.891370 0.178 -0.399 0.127 -0.130
H -2.353257 1.297836 -0.707122 0.958 1.315 -1.148 -0.146
H 0.504688 0.725290 -3.148995 -1.271 1.380 -0.329 -0.137
H 2.578697 0.067396 -2.461844 -1.244 -0.324 0.937 -0.077
H 1.430859 -1.212452 -3.752035 -0.808 -0.597 0.469 -0.114
H -0.809440 2.671520 2.498676 -0.068 0.835 0.748 -0.186
H 2.139751 0.486976 0.622225 -0.566 1.329 -0.456 -0.074
```
Positions in Å, forces in eV/Å.

As for the multiplicity: 3. As for the HOMO-LUMO gap (spin up / spin down): 5.705 / 6.454 eV.



Molecular formula: C10H28KN2O3
Method: DFT, the ωB97M-V functional and the def2-TZVPD basis

```
44
Properties=species:S:1:pos:R:3:forces:R:3:lowdin_charge:R:1
K -15.475197 -3.700737 4.624498 0.134 0.126 -0.053 0.894
C -17.773696 -3.335880 8.852898 -0.589 0.038 -0.493 -0.070
C -16.634368 -2.742586 8.047846 0.125 -0.518 0.797 -0.283
O -15.922617 -3.783153 7.333879 -0.163 0.241 -0.459 -0.184
H -18.424068 -2.566054 9.273213 0.312 0.104 0.213 0.085
H -17.442422 -4.011118 9.638977 0.087 0.063 0.058 0.081
H -18.435106 -3.886883 8.177178 0.172 -0.154 0.040 0.082
H -15.902379 -2.250854 8.689560 -0.127 0.319 -0.011 0.113
H -17.029463 -2.023407 7.334254 0.188 -0.080 -0.244 0.103
H -15.434446 -4.300214 7.981769 -0.083 -0.032 0.063 0.097
C -16.542952 0.886137 4.513724 -0.545 0.259 0.571 -0.049
C -16.385214 -0.624313 4.370795 0.383 0.787 -1.868 -0.426
C -17.386218 -1.101172 3.315729 -1.050 -0.442 0.929 -0.193
O -17.560129 -2.515210 3.403553 0.804 -0.074 -0.373 -0.303
C -18.382794 -3.064376 2.382532 0.100 -0.042 0.113 -0.081
N -15.033369 -0.946816 3.885663 -0.421 -1.094 0.313 0.010
H -15.747133 1.253870 5.161981 -0.185 0.193 0.119 0.071
H -17.530385 1.159159 4.904001 0.232 -0.076 0.346 0.088
H -16.488615 1.448201 3.578775 0.302 -0.423 -0.241 0.091
H -16.521147 -1.144859 5.324813 -0.241 0.165 -0.063 0.115
H -17.100535 -0.773603 2.311408 0.217 -0.129 -0.006 0.140
H -18.385862 -0.697230 3.526217 0.195 0.403 -0.055 0.137
H -18.400347 -4.135060 2.579332 -0.362 0.027 -0.048 0.093
H -17.984363 -2.924751 1.372670 0.192 0.209 0.111 0.098
H -19.379464 -2.619121 2.421094 -0.089 -0.187 0.040 0.099
H -14.347677 -0.684200 4.571239 0.421 0.064 -0.039 0.032
H -14.814787 -0.554288 2.981867 -0.086 0.286 0.041 0.092
C -11.089929 -1.350072 6.186939 -0.617 0.008 0.353 -0.050
C -12.381257 -1.457566 7.003821 -0.164 -0.398 -0.990 -0.394
C -12.990860 -0.076014 7.161057 -0.223 -0.535 0.859 -0.203
O -13.998530 -0.154998 8.158742 -0.119 -0.275 0.071 -0.204
C -14.374242 1.096620 8.682607 -0.253 0.630 -0.466 -0.102
N -13.357096 -2.346898 6.270474 0.217 0.463 0.582 0.016
H -10.759751 -2.322397 5.827764 0.105 -0.049 0.131 0.077
H -10.326557 -0.889840 6.813688 0.171 -0.004 -0.251 0.086
H -11.302975 -0.734769 5.311122 0.229 0.071 -0.023 0.082
H -12.210594 -1.900687 7.987174 0.203 0.312 0.110 0.143
H -13.461587 0.220255 6.225745 0.132 0.311 -0.358 0.109
H -12.227404 0.650948 7.453438 0.034 0.013 -0.096 0.137
H -14.632956 1.801627 7.878652 0.126 -0.054 -0.024 0.088
H -13.574537 1.550333 9.273257 0.014 -0.095 0.097 0.094
H -15.280753 0.999121 9.276912 0.167 -0.297 0.171 0.090
H -14.265693 -2.185718 6.707283 0.164 -0.168 0.131 0.026
H -13.101601 -3.297329 6.532636 -0.109 0.032 -0.095 0.071
```
Positions in Å, forces in eV/Å.

As for the multiplicity: 1. The charge is +1. As for the HOMO-LUMO gap: 9.753 eV.



Asked for max |F| across the records above, the calculation gives 0.102; 0.123; 0.040 Eh/bohr in order.
Asked for ΔE to the lowest compared entry with this formula, charge and spin across the records above, the calculation gives 166.2; 154.7; 0.0 kJ/mol in order.